*1*
Density functional theory data (ωB97M-V/def2-TZVPD) for a cluster of 2 separate species, C6H12N2O in total.

Computed properties:
- LUMO level (alpha / beta) (eV) = 0.63 / 0.63
- frontier orbital gap (alpha / beta) (eV) = 9.2 / 9.2
- HOMO (alpha / beta) (Ha) = -0.314 / -0.314
- SMILES = [H]/N=C(\C)C=O.C=C(C)N

```
21
Properties=species:S:1:pos:R:3:lowdin_charge:R:1
O 1.25 -1.05 0.84 -0.016
N 0.41 2.29 1.20 0.149
N -0.35 -2.07 -0.97 0.098
C 2.25 1.43 -0.21 -0.036
C 1.04 1.33 0.67 -0.438
C -2.33 -1.32 0.25 -0.041
C -1.09 -0.96 -0.51 -0.476
C 0.58 -0.04 1.03 -0.287
C -0.83 0.27 -0.99 0.019
H -2.87 -0.43 0.55 0.083
H -0.39 -2.89 -0.37 0.096
H -0.05 0.41 -1.73 0.081
H -2.99 -1.92 -0.39 0.089
H 2.08 2.15 -1.02 0.083
H -1.39 1.14 -0.72 0.077
H -2.07 -1.91 1.13 0.084
H 0.60 -1.87 -1.24 0.083
H 0.76 3.22 0.95 0.063
H 3.11 1.77 0.38 0.088
H 2.51 0.46 -0.64 0.073
H -0.23 -0.02 1.78 0.128
```

---

*2*
Density functional theory data (ωB97M-V/def2-TZVPD) for an isolated molecule of C6H12N2O.

Computed properties:
- LUMO level (eV) = 0.85
- frontier orbital gap (eV) = 7.6
- HOMO (Ha) = -0.246
- SMILES = C/C(N)=C/C(O)=C(\C)N

```
21
Properties=species:S:1:pos:R:3:lowdin_charge:R:1
O -0.08 1.54 2.36 0.039
N 0.70 -1.79 0.40 0.057
N -2.16 0.02 1.05 0.101
C 1.27 0.66 0.54 -0.047
C -1.31 0.84 -1.07 -0.057
C 1.09 -0.54 -0.19 -0.364
C -1.02 0.46 0.36 -0.351
C 0.05 1.00 1.11 -0.345
C 1.73 -0.73 -1.53 -0.054
H 2.12 1.33 0.45 0.104
H -1.00 1.84 2.45 0.100
H 0.98 -1.04 -2.26 0.081
H -1.95 -0.56 1.86 0.092
H -0.47 1.39 -1.51 0.084
H -2.87 -0.40 0.47 0.086
H 2.19 0.20 -1.89 0.077
H -1.51 -0.04 -1.68 0.077
H 0.48 -1.67 1.39 0.084
H 2.51 -1.50 -1.51 0.075
H 1.44 -2.48 0.32 0.079
H -2.20 1.49 -1.12 0.081
```

---

Energies, relative to the best one, in kcal/mol: *1* 0.0; *2* 20.8.

---

*1*
Density functional theory data (ωB97M-V/def2-TZVPD) for an isolated molecule of C6H12N2O.

Computed properties:
- LUMO level (eV) = 0.93
- frontier orbital gap (eV) = 10.2
- HOMO (Ha) = -0.339
- SMILES = C=C[C@@H](N)[C@@H](N)C(C)=O

```
21
Properties=species:S:1:pos:R:3:lowdin_charge:R:1
O 2.38 -0.41 -0.60 0.056
N 0.49 -2.26 0.01 0.034
N -2.09 -1.23 0.14 0.040
C 0.34 -0.90 0.62 -0.266
C -1.19 1.90 -1.10 0.019
C 1.74 1.27 0.95 -0.011
C -0.98 0.57 -1.04 -0.155
C 1.55 -0.03 0.23 -0.399
C -1.02 -0.22 0.24 -0.372
H -2.77 -0.95 -0.57 0.070
H -0.74 0.04 -1.96 0.114
H 1.37 -2.65 0.36 0.084
H -1.13 2.43 -2.04 0.055
H -1.65 -2.10 -0.19 0.054
H 0.69 -2.11 -0.99 0.078
H 0.37 -1.05 1.70 0.151
H 2.58 1.18 1.65 0.092
H -1.30 0.44 1.07 0.128
H 1.95 2.06 0.22 0.093
H 0.85 1.55 1.51 0.075
H -1.43 2.47 -0.21 0.061
```

---

*2*
Density functional theory data (ωB97M-V/def2-TZVPD) for an isolated molecule of C6H12N2O.

Computed properties:
- LUMO level (eV) = 0.63
- frontier orbital gap (eV) = 6.6
- HOMO (Ha) = -0.219

```
21
Properties=species:S:1:pos:R:3:lowdin_charge:R:1
O -1.62 0.57 1.46 0.033
N -1.64 1.58 -0.62 0.115
N 0.39 1.48 0.61 0.179
C 2.48 -0.40 0.58 -0.051
C -0.24 -0.47 -0.30 -0.317
C 0.79 -0.15 -1.34 -0.075
C -0.79 -1.86 -0.18 -0.036
C 1.35 0.07 0.00 -0.320
C -0.89 0.75 0.27 -0.574
H -2.10 2.32 -0.10 0.088
H -1.31 -2.03 0.77 0.065
H 0.58 1.49 1.61 0.141
H 0.64 2.26 0.02 0.140
H -2.33 1.02 -1.11 0.094
H 0.02 -2.60 -0.22 0.088
H -1.56 -0.35 1.75 0.088
H 2.71 -0.26 1.63 0.009
H 3.18 -1.01 0.01 0.020
H -1.51 -2.09 -0.98 0.081
H 0.66 0.70 -2.02 0.110
H 1.20 -1.01 -1.85 0.122
```

---

*3*
Density functional theory data (ωB97M-V/def2-TZVPD) for an isolated molecule of C6H12N2O.

Computed properties:
- LUMO level (alpha / beta) (eV) = 0.65 / 0.63
- frontier orbital gap (alpha / beta) (eV) = 6.9 / 7.4
- HOMO (alpha / beta) (Ha) = -0.231 / -0.248

```
21
Properties=species:S:1:pos:R:3:lowdin_charge:R:1
O -1.30 -1.05 -0.96 0.030
N 0.69 1.96 1.19 0.103
N 0.40 1.28 -1.08 0.122
C 0.46 1.07 0.30 -0.449
C -2.35 0.34 0.77 -0.039
C 1.75 -1.59 -0.78 -0.115
C 0.10 -0.44 0.91 -0.223
C 1.38 -0.97 0.53 -0.114
C -1.19 -0.45 0.27 -0.352
H 2.24 -0.86 -1.45 0.072
H 0.90 -2.00 -1.31 0.064
H 1.11 1.92 -1.42 0.098
H 0.01 -0.26 1.98 0.142
H -2.10 0.84 1.70 0.087
H -2.10 -0.74 -1.40 0.113
H 0.31 0.46 -1.65 0.071
H 0.87 2.87 0.76 0.039
H 2.17 -0.80 1.25 0.104
H 2.49 -2.38 -0.62 0.072
H -3.22 -0.30 0.95 0.084
H -2.63 1.11 0.04 0.091
```

---

Energies, relative to the best one, in kcal/mol: *1* 0.0; *2* 78.5; *3* 68.4.

---

*1*
Density functional theory data (ωB97M-V/def2-TZVPD) for an isolated molecule of C6H12N2O.

Computed properties:
- LUMO level (alpha / beta) (eV) = -0.21 / -0.22
- frontier orbital gap (alpha / beta) (eV) = 7.5 / 7.5
- HOMO (alpha / beta) (Ha) = -0.284 / -0.284
- SMILES = CC(=O)CC(C)=C(N)N

```
21
Properties=species:S:1:pos:R:3:lowdin_charge:R:1
O 1.67 1.82 -0.42 -0.016
N -0.24 -0.91 1.76 0.104
N -0.39 1.41 1.36 0.131
C -0.24 0.11 0.82 -0.494
C -0.05 0.26 -1.48 -0.042
C 1.29 0.64 -0.51 -0.470
C -2.35 -0.55 -0.54 -0.030
C -0.94 -0.12 -0.39 -0.214
C 2.33 -0.47 -0.44 -0.040
H 0.43 -0.61 -1.93 0.121
H 0.51 1.89 1.40 0.083
H 0.60 -1.34 2.12 0.079
H -0.44 0.96 -2.22 0.114
H -2.43 -1.65 -0.58 0.087
H -2.77 -0.17 -1.48 0.086
H 1.93 -1.46 -0.66 0.076
H -1.03 2.00 0.85 0.096
H 3.14 -0.25 -1.14 0.085
H 2.74 -0.47 0.57 0.081
H -0.81 -0.88 2.60 0.079
H -2.96 -0.21 0.30 0.085
```

---

*2*
Density functional theory data (ωB97M-V/def2-TZVPD) for a cluster of 3 separate species, C6H12N2O in total.

Computed properties:
- LUMO level (alpha / beta) (eV) = 0.40 / 0.64
- frontier orbital gap (alpha / beta) (eV) = 8.1 / 8.0
- HOMO (alpha / beta) (Ha) = -0.283 / -0.272

```
21
Properties=species:S:1:pos:R:3:lowdin_charge:R:1
O 2.90 0.72 -1.28 0.054
N 2.77 0.95 0.99 0.131
N -0.09 0.48 0.47 -0.072
C 0.16 -0.53 -0.28 -0.336
C -3.02 -0.53 -0.71 -0.098
C -0.53 1.72 -0.15 -0.131
C 2.32 0.66 -0.24 -0.391
C 0.64 -1.84 0.26 -0.071
C -2.20 -0.79 0.27 -0.025
H 0.70 -1.81 1.34 0.084
H -2.39 -1.33 1.19 0.049
H 2.13 0.88 1.77 0.086
H -4.06 -0.87 -0.73 0.048
H 0.05 -0.47 -1.37 0.130
H 1.61 -2.08 -0.17 0.081
H 3.72 1.27 1.15 0.109
H -0.06 -2.62 -0.04 0.078
H 0.17 2.51 0.12 0.074
H -2.73 0.05 -1.59 0.042
H -0.60 1.66 -1.25 0.082
H -1.51 1.97 0.25 0.075
```

---

Energies, relative to the best one, in kcal/mol: *1* 0.0; *2* 43.9.

---

*1*
Density functional theory data (ωB97M-V/def2-TZVPD) for an isolated molecule of C6H12N2O.

Computed properties:
- LUMO level (eV) = 0.77
- frontier orbital gap (eV) = 7.8
- HOMO (Ha) = -0.260
- SMILES = C[C@H]1C(N)=C(O)[C@@]1(C)N

```
21
Properties=species:S:1:pos:R:3:lowdin_charge:R:1
O -1.20 -2.18 0.12 0.069
N 1.92 -1.76 -0.48 0.105
N -1.79 0.70 0.84 0.093
C 1.18 1.07 1.44 -0.092
C -0.91 0.31 -0.19 -0.401
C 0.93 0.55 0.04 -0.166
C -0.45 -1.10 -0.11 -0.298
C -1.24 0.93 -1.52 -0.044
C 0.90 -0.91 -0.20 -0.316
H -2.72 0.99 0.55 0.080
H 1.49 1.14 -0.70 0.119
H 1.76 -2.51 -1.15 0.095
H -1.86 0.06 1.63 0.088
H 2.24 0.96 1.73 0.070
H 0.94 2.14 1.51 0.074
H -0.56 0.58 -2.30 0.084
H 0.57 0.55 2.18 0.071
H -0.62 -2.88 0.45 0.116
H -2.27 0.69 -1.82 0.080
H 2.85 -1.37 -0.56 0.091
H -1.17 2.02 -1.47 0.082
```

---

*2*
Density functional theory data (ωB97M-V/def2-TZVPD) for an isolated molecule of C6H12N2O.

Computed properties:
- LUMO level (eV) = 0.72
- frontier orbital gap (eV) = 8.0
- HOMO (Ha) = -0.269
- SMILES = C=C(CN)/C(O)=C(/C)N

```
21
Properties=species:S:1:pos:R:3:lowdin_charge:R:1
O -1.12 -1.60 -0.19 0.005
N 1.70 0.36 1.07 0.088
N -0.19 0.28 -2.52 0.002
C -1.03 1.90 0.76 0.035
C -1.01 0.82 -0.01 -0.207
C 1.27 -2.04 1.24 -0.029
C -0.41 -0.48 0.26 -0.304
C 0.81 -0.68 0.80 -0.330
C -1.05 1.03 -1.66 -0.230
H -0.36 -0.72 -2.46 0.069
H -1.11 2.90 0.35 0.063
H 2.23 -2.28 0.78 0.081
H 0.79 0.47 -2.34 0.079
H 2.25 0.22 1.91 0.083
H -2.08 0.81 -1.92 0.103
H 1.40 -2.08 2.32 0.083
H -2.01 -1.30 -0.41 0.101
H -0.83 2.09 -1.81 0.100
H -1.07 1.84 1.84 0.069
H 0.54 -2.79 0.95 0.072
H 1.30 1.28 1.05 0.066
```

---

Energies, relative to the best one, in kcal/mol: *1* 3.3; *2* 0.0.